A molecular structure, C10H15O4PSm, computed with wB97M-V/def2-TZVPD.

## Properties
Total charge ... +3
HOMO energy (spin up / spin down) ... -20.97 / -20.97 eV
2S+1 ... 6
Frontier orbital gap (spin up / spin down) ... 5.954 / 7.013 eV

Structure (XYZ):
```
31
C10H15O4PSm wB97M-V/def2-TZVPD
Sm 0.6039 0.0364 -2.6787
O -1.3001 5.8684 -3.1824
C -1.0726 4.7698 -2.9639
C 2.3416 -1.5457 -2.3952
O 3.3161 -2.1595 -2.1994
C -1.0703 -1.5940 -2.5279
O -1.9494 -2.3541 -2.4254
C -0.0911 -0.1277 -5.0550
O -0.4147 -0.1756 -6.1706
C 2.5376 -0.5319 1.2193
C 1.1280 -1.1009 1.3133
P -0.0349 -0.4039 0.0832
C -1.6537 -1.0854 0.5779
C -1.9851 -1.2630 2.0642
C -0.0446 1.4032 0.5293
C -0.1005 1.7637 2.0132
H 2.9975 -0.7457 0.2470
H 3.1490 -1.0102 1.9900
H 2.5750 0.5535 1.3854
H 1.1389 -2.1786 1.1015
H 0.6961 -0.9646 2.3070
H -2.4151 -0.4551 0.0894
H -1.7258 -2.0726 0.0891
H -2.0969 -0.3056 2.5962
H -2.9491 -1.7909 2.1434
H -1.2361 -1.8788 2.5821
H 0.8829 1.8225 0.0934
H -0.8821 1.8505 -0.0091
H 0.6395 1.2336 2.6233
H 0.1133 2.8385 2.1142
H -1.0974 1.6037 2.4453
```

C18H27N3O5S in the gas phase, computed with wB97M-V/def2-TZVPD.

## Properties
SMILES string ... CCCCN(CCCC)S(=O)(=O)c1ccc(N2CCCC2=O)c([N+](=O)[O-])c1
HOMO energy ... -9.20 eV
Frontier orbital gap ... 8.936 eV

Structure (XYZ):
```
54
C18H27N3O5S wB97M-V/def2-TZVPD
C -0.4490 1.9266 -1.6085
C -0.9304 0.6450 -2.2776
C -2.3620 0.2701 -1.8913
C -2.4606 -0.3584 -0.4994
N -1.6665 -1.5661 -0.3939
S -1.0095 -1.7933 1.1229
O -0.3903 -3.0840 1.1550
O -1.9176 -1.4397 2.1775
C 0.2871 -0.5522 1.0754
C 0.2415 0.5384 1.9130
C 1.2246 1.5192 1.8353
C 2.2430 1.4418 0.8714
C 2.2844 0.2905 0.0694
C 1.3258 -0.6935 0.1723
H 1.3687 -1.5805 -0.4381
H 3.0769 0.1916 -0.6527
N 3.1555 2.4589 0.6236
C 3.6047 2.7694 -0.6452
O 3.2823 2.2092 -1.6615
C 4.5308 3.9602 -0.5254
H 5.3936 3.8414 -1.1777
C 4.8686 4.0175 0.9586
H 5.0754 5.0242 1.3131
H 5.7324 3.3878 1.1738
C 3.6163 3.4294 1.6059
H 3.8207 2.9495 2.5639
H 2.8629 4.2133 1.7534
H 3.9816 4.8468 -0.8503
N 1.0965 2.5823 2.8133
O 1.9200 2.6206 3.7008
O 0.1465 3.3205 2.7024
H -0.5587 0.6171 2.6340
C -2.1696 -2.7753 -1.0153
H -1.3925 -3.5217 -0.8492
C -3.4953 -3.2737 -0.4285
C -3.6881 -4.7748 -0.6553
C -2.8903 -5.6101 0.3396
H -2.9592 -6.6672 0.0927
H -3.2777 -5.4651 1.3453
H -1.8427 -5.3211 0.3444
H -4.7478 -5.0193 -0.5533
H -3.3897 -5.0243 -1.6765
H -4.3260 -2.7252 -0.8785
H -3.4923 -3.0693 0.6448
H -2.2587 -2.6010 -2.0905
H -2.0715 0.3319 0.2504
H -3.5104 -0.5551 -0.2523
H -2.9939 1.1598 -1.9088
H -2.7613 -0.4344 -2.6226
H -0.2696 -0.1802 -2.0085
H -0.8777 0.7772 -3.3600
H -1.0398 2.7758 -1.9454
H -0.5349 1.8597 -0.5270
H 0.5934 2.1100 -1.8590
```

A gas-phase ion, C8H8IN4S (charge +1), computed with wB97M-V/def2-TZVPD.

## Properties
Total charge ... +1
HOMO energy ... -12.81 eV
Frontier orbital gap ... 7.773 eV

Structure (XYZ):
```
22
C8H8IN4S wB97M-V/def2-TZVPD
C 1.2563 -2.4698 -0.7003
C 0.9273 -1.0905 -0.6307
C 0.0403 -0.9101 0.5123
C 1.1995 -0.0960 -1.7373
C 2.1127 -0.0860 -0.8118
C -1.8714 1.8967 1.9666
C -1.4956 0.3999 2.0373
C 0.5745 0.3869 -3.0268
N -0.0720 -2.0056 1.2163
N -1.2045 2.2950 0.7242
N -0.5445 0.2289 0.8448
N -0.5767 1.4390 0.1799
S 0.6727 -3.2990 0.5852
I 3.7185 0.5054 0.2375
H 1.9900 -2.8963 -1.5304
H -3.0614 2.1368 2.0534
H -1.5318 2.6259 2.7946
H -1.0900 0.0449 2.9896
H -2.3490 -0.3049 1.9837
H 1.4522 0.5172 -3.6432
H -0.1468 1.0885 -2.6090
H -0.0003 -0.4069 -3.4360
```

C4H8N2O2 in the gas phase, computed with wB97M-V/def2-TZVPD.

## Properties
HOMO energy (spin up / spin down) ... -4.84 / -9.37 eV
2S+1 ... 3
Frontier orbital gap (spin up / spin down) ... 5.432 / 7.549 eV

Structure (XYZ):
```
16
C4H8N2O2 wB97M-V/def2-TZVPD
C -1.2872 0.5932 0.0312
C -0.0132 1.2751 -0.4530
C 1.1402 0.7780 0.3568
C 2.0662 -0.0424 -0.1175
N -1.2957 -0.7387 -0.2138
N -2.2762 -1.5858 0.3464
O -2.2094 1.1582 0.5797
O 3.0721 -0.5268 0.6691
H 0.1336 1.0537 -1.5114
H -0.1378 2.3506 -0.3216
H 1.1780 1.0727 1.3939
H -0.4506 -1.2153 -0.4939
H 2.0713 -0.3608 -1.1560
H -2.7211 -1.0680 1.1069
H -3.0013 -1.7695 -0.3484
H 3.7312 -0.9742 0.1316
```

Cl2HPS2 in the gas phase, computed with wB97M-V/def2-TZVPD.

## Properties
SMILES string ... S=P(S)(Cl)Cl
HOMO energy ... -9.72 eV
Frontier orbital gap ... 8.323 eV

Structure (XYZ):
```
6
Cl2HPS2 wB97M-V/def2-TZVPD
P 2.0309 -0.7938 -0.4442
S 1.2943 -2.5163 -1.1080
S 0.6802 0.5922 0.8099
Cl 2.9112 0.6424 -1.7815
Cl 3.5389 -1.1827 0.8969
H 1.0094 0.0167 1.9615
```

3 unconnected molecules or ions with the total composition C22H34N2O5, computed with wB97M-V/def2-TZVPD.

## Properties
SMILES string ... CCOCC1=C(N)C(=O)C=C(c2cccnc2)C1=O.CCOCC.CCOCC
HOMO energy ... -8.73 eV
Frontier orbital gap ... 8.180 eV

Structure (XYZ):
```
63
C22H34N2O5 wB97M-V/def2-TZVPD
C 1.8966 0.1238 -1.3930
C 1.5720 -0.5491 -2.7429
O 0.7069 0.1811 -3.5936
C -0.5669 0.4121 -3.0206
C -0.6657 1.8537 -2.5472
C -1.6025 2.2724 -1.6919
N -2.5732 1.4370 -1.1579
C -1.5534 3.7264 -1.2716
O -2.5540 4.4043 -1.1550
C -0.1634 4.2519 -1.0567
C 0.7738 3.8408 -1.9023
C 2.1969 4.2221 -1.8171
C 2.7987 4.2005 -0.5749
C 4.1315 4.5191 -0.4895
C 4.7910 4.8362 -1.6424
N 4.2551 4.8888 -2.8496
C 2.9747 4.5655 -2.8984
C 0.3312 2.8797 -3.0059
O 0.7381 2.9845 -4.1417
H 2.9631 -0.0123 -1.2061
H 1.7212 1.2003 -1.3891
H 1.3163 -0.3229 -0.5837
H 2.5121 -0.6351 -3.2925
H 1.2287 -1.5833 -2.6065
H -1.3102 0.2242 -3.8036
H -0.7705 -0.2398 -2.1626
H -3.0767 0.9053 -1.8520
H -3.1880 1.9029 -0.5070
H 0.0648 4.9129 -0.2283
H 2.2303 3.9172 0.3019
H 4.5910 4.4733 0.4878
H 5.8505 5.0692 -1.5650
H 2.4966 4.5775 -3.8721
C -2.5300 -2.0005 3.2746
C -2.5648 -0.6476 2.5877
O -3.2832 -0.6452 1.3686
C -4.6554 -0.9836 1.4488
C -5.4704 -0.0386 2.3161
H -2.1621 -2.7631 2.5870
H -1.8751 -1.9656 4.1460
H -3.5193 -2.3126 3.6146
H -1.5453 -0.3557 2.3324
H -2.9512 0.1248 3.2626
H -4.7745 -2.0201 1.7835
H -5.0325 -0.9419 0.4257
H -5.1759 -0.0975 3.3650
H -6.5303 -0.2875 2.2543
H -5.3315 0.9946 1.9932
C 0.0300 -4.8806 2.5941
C 0.3179 -4.1108 1.3147
O 1.3495 -3.1495 1.4419
C 2.6260 -3.6488 1.7973
C 3.2033 -4.6276 0.7889
H -0.1647 -4.1927 3.4184
H -0.8391 -5.5260 2.4605
H 0.8709 -5.5123 2.8856
H -0.5738 -3.5519 1.0268
H 0.5348 -4.7976 0.4890
H 2.5971 -4.0924 2.7988
H 3.2785 -2.7774 1.8620
H 2.6211 -5.5493 0.7406
H 4.2246 -4.8943 1.0629
H 3.2090 -4.1891 -0.2102
```

Let's list energy in order: -45962.194 -44644.657 -33309.704 -11347.532 -56021.839 -36580.402 eV.
Let's list maximum force in order: 9.3 1.3 4.7 9.9 2.6 1.8 eV Å⁻¹.
Let's list energy above the lowest of the compared OMol25 structures with the same formula, charge and spin in order: 0.00 84.70 0.00 30.43 9.57 80.99 kcal per mole.